{"formula": "C29H23IN2O4PRh", "method": "the ωB97M-V functional and the def2-TZVPD basis", "relative_energy_kcal_mol": 0.09, "homo_lumo_gap_ev": [5.8, 7.6], "total_charge": 0, "molar_mass_g_mol": 724.30, "spin_multiplicity": 5, "e_tot_ha": -2278.909602, "symbols": ["Rh", "I", "C", "C", "C", "C", "C", "C", "C", "C", "C", "P", "C", "C", "C", "C", "C", "C", "C", "C", "C", "C", "C", "C", "C", "H", "H", "H", "H", "H", "H", "H", "H", "H", "H", "H", "H", "H", "H", "H", "H", "C", "C", "N", "C", "C", "N", "C", "O", "O", "C", "O", "O", "H", "H", "H", "H", "H", "C", "H", "H"], "coordinates": [[0.804, -0.958, 0.085], [1.160, 1.123, 1.930], [0.471, 2.813, 0.785], [1.333, 3.888, 0.777], [0.951, 5.099, 0.205], [-0.317, 5.240, -0.291], [-1.220, 4.160, -0.274], [-2.539, 4.355, -0.727], [-3.445, 3.328, -0.732], [-3.030, 2.051, -0.375], [-1.736, 1.797, 0.066], [-1.286, 0.038, 0.059], [-2.060, -0.709, 1.504], [-2.434, -0.013, 2.631], [-2.713, -0.683, 3.822], [-2.635, -2.088, 3.886], [-2.252, -2.820, 2.809], [-1.753, -2.179, 1.563], [-2.096, -0.634, -1.441], [-3.432, -0.999, -1.567], [-3.901, -1.467, -2.783], [-3.041, -1.608, -3.861], [-1.703, -1.275, -3.730], [-1.236, -0.778, -2.529], [-0.812, 2.874, 0.206], [2.306, 3.803, 1.237], [1.654, 5.916, 0.178], [-0.657, 6.185, -0.691], [-2.818, 5.340, -1.066], [-4.467, 3.497, -1.036], [-3.732, 1.235, -0.445], [-2.530, 1.066, 2.588], [-2.980, -0.122, 4.704], [-2.909, -2.588, 4.805], [-2.188, -3.898, 2.860], [-2.145, -2.683, 0.667], [-4.098, -0.933, -0.717], [-4.944, -1.725, -2.891], [-3.414, -1.993, -4.800], [-1.027, -1.405, -4.563], [-0.184, -0.515, -2.411], [4.238, 1.506, -0.234], [4.184, 0.025, -0.254], [3.104, -0.687, -0.504], [3.485, -2.003, -0.512], [4.830, -2.087, -0.223], [5.246, -0.787, -0.072], [5.772, -3.211, 0.003], [5.327, -4.423, -0.216], [6.892, -2.970, 0.392], [2.482, -3.050, -0.910], [2.844, -4.232, -0.950], [1.350, -2.591, -1.215], [3.345, 1.893, -0.721], [5.118, 1.865, -0.764], [4.268, 1.881, 0.789], [6.198, -0.541, 0.158], [4.357, -4.459, -0.521], [-0.229, -2.363, 1.554], [0.191, -2.134, 2.539], [0.056, -3.367, 1.230]], "forces_ev_per_a": [[0.35, -0.27, 0.55], [-0.17, 1.10, -0.01], [0.92, -0.19, 0.55], [-0.18, -0.82, 0.21], [-0.39, 0.40, -0.36], [0.37, 0.03, 0.20], [0.07, -0.26, 0.05], [-0.34, -0.34, -0.05], [0.07, 0.77, -0.07], [0.84, -0.26, 0.58], [-0.75, 0.04, -0.39], [-0.35, -0.55, -0.21], [0.03, 0.22, 0.17], [-0.04, -0.01, -0.80], [0.02, 0.15, 0.29], [-0.13, -0.51, -0.10], [-0.34, 0.17, 0.11], [-0.02, -0.05, 0.19], [0.16, 0.20, 0.16], [0.11, -0.02, -0.01], [-0.15, -0.05, 0.04], [0.02, -0.01, -0.03], [-0.07, 0.01, -0.17], [0.12, 0.06, 0.15], [-0.41, 0.15, -0.17], [0.08, -0.05, 0.05], [0.03, 0.12, 0.02], [0.01, 0.08, -0.03], [-0.08, 0.16, -0.04], [-0.07, 0.02, -0.09], [-0.02, -0.05, -0.07], [0.04, 0.03, 0.01], [-0.08, 0.07, 0.05], [0.05, -0.02, 0.05], [-0.03, -0.08, 0.05], [-0.01, 0.00, 0.10], [-0.06, 0.02, 0.07], [-0.07, -0.08, 0.01], [-0.02, -0.01, -0.05], [0.05, 0.00, -0.03], [-0.21, -0.10, -0.11], [0.04, 0.01, 0.12], [-0.07, 0.00, -0.02], [0.04, 0.09, 0.00], [0.56, -0.18, 0.04], [-0.65, -0.15, -0.11], [-0.01, -0.16, 0.05], [-0.03, 0.05, -0.02], [-0.10, -0.23, -0.05], [0.11, 0.09, -0.03], [0.59, 0.05, 0.05], [0.08, -0.22, 0.00], [-0.68, -0.29, -0.37], [-0.01, 0.03, 0.00], [0.04, 0.06, -0.02], [0.03, 0.07, 0.04], [-0.04, -0.01, -0.04], [0.08, 0.34, 0.05], [0.68, 0.31, -0.56], [-0.04, -0.04, -0.10], [0.05, 0.10, 0.08]]}

=====

{"formula": "C29H23IrN3O9S", "method": "the ωB97M-V functional and the def2-TZVPD basis", "relative_energy_kcal_mol": 17.65, "homo_lumo_gap_ev": 4.8, "total_charge": 1, "molar_mass_g_mol": 781.80, "e_tot_ha": -2462.667452, "symbols": ["Ir", "O", "C", "O", "C", "C", "C", "C", "C", "N", "C", "O", "O", "H", "H", "H", "H", "H", "O", "S", "O", "N", "C", "O", "C", "C", "C", "C", "C", "C", "H", "H", "H", "H", "C", "C", "C", "C", "C", "C", "N", "C", "C", "C", "C", "C", "C", "C", "O", "O", "C", "C", "H", "H", "H", "H", "H", "H", "H", "H", "H", "H", "H", "H", "H", "H"], "coordinates": [[2.226, -0.240, -0.873], [5.459, 2.051, 0.088], [4.422, 1.472, -0.444], [4.258, 0.250, -0.474], [3.452, 2.358, -1.147], [3.641, 3.693, -1.446], [2.769, 4.282, -2.356], [1.831, 3.490, -3.009], [1.715, 2.157, -2.653], [2.450, 1.648, -1.671], [1.030, 1.046, -3.418], [0.145, 1.293, -4.347], [1.406, -0.085, -3.196], [6.065, 1.388, 0.462], [4.462, 4.238, -1.003], [2.871, 5.327, -2.612], [1.236, 3.903, -3.812], [-0.250, 2.175, -4.309], [-2.258, 1.618, -3.726], [-2.542, 1.131, -2.407], [-3.883, 0.822, -2.033], [-1.534, -0.140, -2.087], [-0.655, 0.171, -1.202], [0.303, -0.679, -0.918], [-0.764, 1.556, -0.613], [-0.065, 2.177, 0.413], [-0.410, 3.480, 0.758], [-1.439, 4.151, 0.105], [-2.166, 3.521, -0.898], [-1.807, 2.231, -1.226], [0.693, 1.658, 0.973], [0.113, 3.971, 1.568], [-1.694, 5.160, 0.399], [-2.993, 4.015, -1.391], [-4.015, -2.776, -1.502], [-3.352, -2.455, -0.190], [-4.008, -1.637, 0.726], [-3.407, -1.291, 1.923], [-2.132, -1.745, 2.220], [-1.475, -2.574, 1.317], [-0.136, -3.000, 1.531], [0.589, -2.660, 2.661], [0.161, -3.055, 3.933], [0.857, -2.682, 5.062], [1.999, -1.881, 4.981], [2.427, -1.455, 3.746], [1.743, -1.854, 2.591], [2.106, -1.299, 1.307], [2.221, -0.018, 1.101], [2.225, -1.958, 0.231], [-2.079, -2.947, 0.110], [-1.325, -3.819, -0.857], [-4.978, -2.274, -1.574], [-4.184, -3.849, -1.616], [-3.399, -2.446, -2.341], [-4.991, -1.256, 0.484], [-3.923, -0.649, 2.624], [-1.653, -1.437, 3.139], [0.399, -3.026, 0.676], [-0.723, -3.674, 4.007], [0.513, -3.023, 6.030], [2.535, -1.600, 5.876], [3.298, -0.820, 3.652], [-0.795, -4.619, -0.339], [-0.592, -3.234, -1.423], [-1.991, -4.280, -1.581]], "forces_ev_per_a": [[-0.15, 0.95, -0.43], [0.00, 0.01, 0.00], [-0.15, -0.12, -0.02], [0.20, 0.16, -0.22], [0.14, 0.04, 0.08], [-0.05, 0.03, -0.03], [0.01, -0.12, 0.02], [0.03, 0.10, -0.01], [-0.16, -0.16, -0.12], [0.00, -0.16, 0.33], [-0.37, 0.25, -0.30], [0.97, -0.11, 0.01], [0.67, -0.54, 0.29], [0.00, 0.00, 0.00], [0.00, 0.01, -0.01], [0.00, 0.00, 0.00], [-0.03, -0.02, 0.01], [-0.29, -0.07, 0.06], [-0.32, 0.24, -0.10], [-0.22, -0.16, 0.59], [0.03, 0.02, -0.14], [-0.11, 0.06, -0.15], [0.39, -0.03, -0.11], [-0.50, 0.14, 0.34], [-0.09, -0.07, 0.06], [-0.06, -0.02, -0.02], [0.02, -0.02, 0.00], [0.01, 0.02, 0.00], [-0.03, 0.00, -0.04], [0.05, -0.02, -0.04], [0.15, -0.12, 0.03], [0.01, 0.00, 0.00], [0.00, 0.00, 0.00], [-0.01, 0.00, 0.00], [-0.01, -0.01, 0.00], [0.01, 0.00, -0.01], [0.00, 0.03, 0.00], [0.00, 0.01, 0.00], [0.00, 0.01, 0.00], [0.06, 0.09, -0.01], [-0.06, -0.18, -0.14], [0.07, 0.13, 0.15], [0.01, -0.03, -0.07], [0.03, 0.02, 0.04], [-0.04, -0.03, 0.01], [0.02, -0.02, -0.07], [-0.05, 0.02, 0.17], [-0.11, 0.05, -0.16], [0.17, -0.07, 0.04], [-0.18, -0.31, -0.06], [0.00, 0.01, -0.01], [-0.01, -0.01, 0.00], [0.00, 0.01, -0.01], [0.00, 0.00, 0.00], [0.00, 0.00, 0.00], [-0.02, 0.00, -0.01], [0.00, 0.00, 0.00], [0.00, -0.01, 0.00], [0.00, 0.01, 0.03], [-0.01, 0.00, 0.00], [0.00, 0.00, 0.00], [0.00, 0.00, 0.00], [0.00, -0.01, 0.01], [0.00, 0.01, 0.00], [0.01, 0.00, 0.01], [0.00, 0.00, 0.00]]}

=====

{"formula": "C29H23NO5PPdS", "method": "the ωB97M-V functional and the def2-TZVPD basis", "relative_energy_kcal_mol": 18.30, "homo_lumo_gap_ev": 7.2, "total_charge": -1, "molar_mass_g_mol": 634.97, "e_tot_ha": -2417.427733, "symbols": ["Pd", "C", "C", "C", "C", "C", "C", "P", "C", "C", "C", "C", "C", "C", "C", "C", "C", "C", "C", "C", "C", "C", "C", "C", "H", "H", "H", "H", "H", "H", "H", "H", "H", "H", "H", "H", "H", "H", "H", "H", "O", "C", "O", "C", "C", "C", "C", "C", "N", "H", "H", "H", "H", "C", "S", "O", "O", "O", "H", "H", "H"], "coordinates": [[0.143, 0.457, -0.101], [-3.389, -5.445, -1.034], [-3.029, -5.344, 0.302], [-2.432, -4.184, 0.779], [-2.188, -3.117, -0.078], [-2.541, -3.227, -1.427], [-3.142, -4.385, -1.898], [-1.456, -1.511, 0.412], [-0.793, -1.932, 2.068], [-1.425, -1.635, 3.269], [-0.813, -1.931, 4.480], [0.434, -2.534, 4.505], [1.072, -2.840, 3.309], [0.465, -2.534, 2.103], [-2.916, -0.485, 0.773], [-4.131, -0.989, 1.154], [-5.227, -0.129, 1.385], [-5.079, 1.216, 1.207], [-3.844, 1.771, 0.787], [-3.709, 3.164, 0.566], [-2.518, 3.666, 0.128], [-1.417, 2.811, -0.099], [-1.498, 1.461, 0.113], [-2.738, 0.914, 0.565], [-3.856, -6.350, -1.404], [-3.216, -6.170, 0.978], [-2.149, -4.116, 1.823], [-2.336, -2.398, -2.096], [-3.410, -4.460, -2.945], [-2.388, -1.141, 3.262], [-1.308, -1.673, 5.408], [0.921, -2.743, 5.449], [2.056, -3.293, 3.317], [0.983, -2.743, 1.172], [-4.259, -2.059, 1.275], [-6.178, -0.545, 1.695], [-5.915, 1.889, 1.370], [-4.562, 3.809, 0.740], [-2.407, 4.729, -0.049], [-0.486, 3.239, -0.454], [2.394, 0.787, 3.368], [1.852, 0.625, 2.280], [0.646, 0.876, 1.960], [2.739, 0.056, 1.150], [4.098, -0.131, 1.354], [4.870, -0.593, 0.303], [4.264, -0.864, -0.916], [2.899, -0.667, -1.045], [2.163, -0.217, -0.026], [4.497, 0.101, 2.331], [5.937, -0.735, 0.430], [4.830, -1.228, -1.762], [2.351, -0.878, -1.955], [-0.196, 0.424, -4.774], [-0.363, -0.073, -3.079], [-1.778, -0.304, -2.869], [0.480, -1.251, -2.928], [0.164, 1.095, -2.308], [-0.561, -0.396, -5.389], [0.850, 0.625, -4.991], [-0.795, 1.317, -4.941]], "forces_ev_per_a": [[-0.03, 0.28, 0.14], [0.00, 0.00, -0.03], [0.00, -0.01, -0.01], [0.05, -0.03, 0.08], [-0.13, 0.17, -0.31], [0.00, -0.05, 0.02], [0.01, 0.01, 0.03], [0.46, 0.04, 0.26], [-0.07, -0.01, 0.05], [-0.01, 0.04, 0.02], [0.02, -0.01, 0.00], [0.00, 0.01, -0.01], [0.01, -0.01, 0.01], [0.00, -0.02, -0.04], [0.03, 0.00, -0.18], [-0.05, 0.00, 0.04], [0.10, -0.01, -0.02], [0.01, -0.01, 0.00], [-0.14, 0.12, 0.05], [0.05, -0.07, -0.01], [0.00, -0.01, -0.01], [0.04, 0.04, -0.05], [-0.46, 0.10, 0.13], [0.05, -0.10, -0.02], [0.00, 0.00, 0.00], [0.01, 0.00, 0.00], [-0.01, 0.02, 0.00], [0.00, 0.00, 0.00], [-0.01, -0.01, 0.00], [-0.01, 0.00, -0.01], [0.00, 0.01, 0.00], [0.00, -0.01, 0.00], [0.00, 0.01, 0.00], [-0.01, 0.01, -0.01], [0.01, 0.00, -0.01], [-0.01, 0.01, 0.00], [-0.01, -0.01, 0.00], [0.00, 0.01, 0.01], [-0.01, 0.00, 0.00], [-0.01, -0.01, 0.01], [-0.05, 0.03, 0.05], [0.13, -0.16, -0.22], [0.09, 0.03, -0.14], [-0.12, 0.08, 0.13], [-0.03, -0.04, -0.07], [0.04, 0.01, 0.04], [-0.05, -0.03, -0.05], [0.04, -0.06, 0.16], [0.09, -0.05, -0.06], [0.01, 0.01, 0.00], [0.00, -0.02, -0.01], [0.02, 0.00, 0.01], [0.02, 0.01, -0.03], [0.00, 0.12, -0.07], [0.18, 0.26, 0.21], [-0.07, -0.01, -0.05], [-0.02, -0.05, -0.12], [-0.14, -0.58, 0.01], [0.00, 0.00, -0.01], [0.02, -0.02, 0.04], [-0.02, -0.01, 0.03]]}